A structure of composition C23H18B2Br4F4KN7O9S in a non-equilibrium geometry, computed with the ωB97M-V functional and the def2-TZVPD basis.

```
! wB97M-V def2-TZVPD RIJCOSX def2/J DEFGRID3
* xyz -2 1
K -0.6705 -0.1590 0.6542
C -5.6108 -0.1884 -1.0233
C -4.1885 -0.4639 -0.6368
N -3.3491 0.4221 -0.2672
O -3.8199 1.6991 -0.1952
B -2.8659 2.5965 0.5092
F -1.6674 2.7133 -0.2289
F -3.5020 3.8252 0.6386
O -2.4571 2.1555 1.9090
N -2.7172 0.8530 2.1331
C -2.3712 0.3368 3.2456
C -1.7448 1.0588 4.4030
C -2.6310 -1.1377 3.2936
N -2.2919 -1.7869 2.2453
O -2.6473 -3.1058 2.2734
B -2.0030 -3.8817 1.1940
F -0.6167 -4.0996 1.5611
F -2.6483 -5.1243 1.1871
O -1.9314 -3.2889 -0.1502
N -2.4408 -2.0310 -0.4773
C -3.7041 -1.8819 -0.4894
C -4.7245 -2.9537 -0.2565
C -3.2941 -1.7770 4.4754
H -5.7561 0.8824 -1.1339
H -6.3110 -0.5577 -0.2688
H -5.8535 -0.6879 -1.9649
H -1.2398 1.9534 4.0408
H -1.0258 0.4164 4.9148
H -2.4990 1.3779 5.1281
H -4.2540 -3.9198 -0.1128
H -5.4053 -3.0045 -1.1112
H -5.3256 -2.7208 0.6263
H -3.5864 -1.0281 5.2118
H -2.6289 -2.5066 4.9432
H -4.1771 -2.3283 4.1485
Br 3.2139 -6.0781 1.2862
C 2.2834 -4.4800 1.5963
C 1.8450 -4.1840 3.0009
Br 2.2039 -5.4661 4.3200
C 1.1956 -3.0655 3.3240
Br 0.5854 -2.6399 5.0407
C 0.9257 -2.0205 2.2966
O 0.5024 -0.9335 2.5655
C 1.2743 -2.3789 0.8143
O 0.9974 -1.6183 -0.0624
C 2.0111 -3.6599 0.5808
Br 2.4783 -3.9671 -1.1985
O 8.0782 3.4456 -2.8700
S 7.8986 4.0656 -4.1670
O 8.3667 3.2718 -5.2918
O 8.2523 5.4720 -4.2257
C 6.0958 4.0766 -4.4210
N 5.6427 4.7631 -5.4792
C 4.3319 4.7546 -5.6564
C 3.4534 4.0844 -4.8216
C 4.0203 3.3951 -3.7636
N 5.3368 3.3967 -3.5664
C 3.2086 2.6148 -2.7766
C 3.8222 2.0721 -1.6541
C 3.0527 1.3531 -0.7571
N 1.7442 1.1315 -0.9004
C 1.1609 1.6642 -1.9735
C 1.8450 2.4013 -2.9271
H 3.9562 5.3136 -6.5096
H 2.3880 4.1161 -4.9962
H 4.8838 2.2179 -1.5059
H 3.5155 0.9215 0.1248
H 0.0918 1.5082 -2.0733
H 1.2979 2.7953 -3.7724
*
```

Properties
- HOMO-LUMO gap: 5.5 eV
- Relative energy (zero: lowest compared OMol25 entry of this formula, charge and spin): 1.057 eV
- E: -372562.0853 eV
- LUMO level: 1.45 eV
- Largest force on an atom: 0.05679 hartree/bohr